The following is a quantum chemistry calculation of a cluster of 2 separate species, C4H8O5 in total at a distorted geometry, from OMol25.

Gap between HOMO and LUMO (spin up / spin down) ... 8.24 / 8.23 eV
HOMO energy (spin up / spin down) ... -10.367 / -10.368 eV
SMILES string ... CC(C)C(=O)OO.O=O
Relative energy (zero: lowest compared OMol25 entry of this formula, charge and spin) ... 7.432 eV

XYZ file:
```
17
Properties=species:S:1:pos:R:3:forces:R:3:mulliken_charge:R:1
C -2.12492 1.14846 4.57777 -0.13 0.18 -0.12 -1.31
C -1.42419 -0.10965 4.06508 0.50 0.02 -0.01 0.66
C -2.08616 -1.38308 4.58880 -0.14 -0.20 -0.11 -1.31
C 0.06044 -0.08787 4.45737 -1.03 0.05 -0.92 0.33
O 0.97421 -0.07382 3.67232 -0.50 -0.04 1.52 -0.54
O 0.07456 -0.08648 5.82830 2.29 -0.06 -0.50 -0.18
O 1.49322 -0.12456 6.20708 -0.75 0.05 0.33 -0.27
H -1.66339 2.04616 4.15551 0.01 -0.06 0.15 0.35
H -3.17469 1.15623 4.25615 0.20 -0.08 0.18 0.36
H -2.07330 1.20415 5.67466 -0.12 0.00 -0.36 0.30
H -1.37277 -0.11441 2.97067 -0.28 0.00 0.17 0.27
H -1.60115 -2.26926 4.16941 0.01 0.05 0.14 0.35
H -2.02694 -1.43240 5.68526 -0.12 0.00 -0.35 0.30
H -3.13670 -1.42189 4.27416 0.18 0.08 0.16 0.37
H 1.41048 -0.01053 7.17015 -0.13 0.00 -0.34 0.33
O 2.62963 0.32016 9.07463 -1.70 -3.11 1.55 -0.05
O 2.07706 -0.68995 9.56892 1.72 3.10 -1.48 0.02
```
Positions in Å, forces in eV/Å.

The following is a quantum chemistry calculation of a cluster of 2 separate species, C58H56N3OSi in total at a distorted geometry, from OMol25.

Gap between HOMO and LUMO ... 3.77 eV
HOMO energy ... -8.386 eV
Net charge ... +1

XYZ file:
```
119
Properties=species:S:1:pos:R:3:forces:R:3:mulliken_charge:R:1
C 2.04841 0.98621 5.34527 0.16 0.39 0.15 -1.06
N 1.49817 0.36879 4.16599 -0.28 -0.87 -0.12 0.38
C 1.13950 -0.95492 4.13825 0.51 0.02 1.27 0.20
O 1.27056 -1.75532 5.06248 -0.30 1.01 -1.54 -0.67
C 0.52465 -1.22648 2.77664 0.59 -0.54 -0.13 -0.05
C -0.92665 -1.67162 2.91939 -0.07 -0.05 0.18 -1.40
C -1.73725 -0.63239 3.65285 -0.45 -0.16 0.01 0.55
C -1.81788 -0.66934 5.04838 0.00 0.16 0.01 -0.29
C -2.53413 0.30981 5.73579 0.03 0.08 -0.15 -0.83
C -3.18068 1.33006 5.03112 0.08 -0.14 -0.06 -0.60
C -3.12943 1.34834 3.63488 0.07 -0.09 -0.05 -0.84
C -2.42824 0.35459 2.94589 0.10 0.22 0.35 0.00
N 0.67914 0.05687 2.09429 -0.68 0.54 -2.37 0.60
C 0.33204 0.27357 0.81570 0.47 -1.05 2.07 -0.75
C 0.36282 1.54115 0.24660 -0.13 1.25 -1.20 0.29
C 0.24142 1.75025 -1.12255 0.08 -0.58 1.19 -0.46
C 0.35322 3.01844 -1.78598 0.03 1.20 -0.55 0.92
C 0.33187 3.10494 -3.20954 0.00 -0.19 0.62 -0.48
C 0.46000 4.32936 -3.85785 0.03 0.19 0.19 -0.63
C 0.60315 5.51379 -3.11558 -0.06 -0.61 0.13 -0.40
C 0.61778 5.45565 -1.71508 -0.04 -0.32 0.15 -0.75
C 0.49501 4.23210 -1.05456 -0.01 -0.14 -0.48 -0.29
C 1.26754 1.11638 2.93911 -0.28 0.00 1.05 -0.41
C 2.50933 1.73107 2.36998 0.58 -0.50 -0.38 -1.02
C 3.56692 0.96539 2.04544 -0.87 0.52 0.28 -0.12
C 4.77179 1.44815 1.40164 1.08 0.37 -0.52 0.92
C 5.83351 0.54759 1.15936 -0.44 0.43 0.10 -0.44
C 7.00632 0.98130 0.54974 -0.01 0.45 -0.12 -0.59
C 7.14068 2.32660 0.16346 -0.35 -0.34 0.25 -0.45
C 6.09020 3.22820 0.39394 -0.13 -0.28 0.11 -0.67
C 4.90830 2.79744 1.00320 0.46 -0.51 -0.05 -0.48
H 2.12829 0.22444 6.12598 -0.02 0.17 -0.22 0.38
H 3.03701 1.40004 5.11790 -0.11 -0.08 0.14 0.31
H 1.39695 1.80202 5.68779 0.10 -0.19 -0.02 0.36
H 1.13546 -1.98539 2.25792 -0.27 0.16 0.16 0.44
H -1.33961 -1.86613 1.92379 -0.02 -0.09 0.16 0.54
H -0.89891 -2.60475 3.49776 -0.07 0.12 -0.28 0.60
H -1.30762 -1.46779 5.59209 -0.16 0.27 -0.13 0.48
H -2.57848 0.27532 6.82476 -0.04 0.02 -0.30 0.42
H -3.73995 2.09600 5.57222 0.18 -0.23 -0.22 0.36
H -3.63630 2.13025 3.06965 -0.02 -0.17 0.21 0.48
H -2.41358 0.34761 1.85312 -0.05 0.05 0.25 0.50
H 0.03314 -0.61392 0.24466 0.08 0.33 0.19 0.48
H 0.49829 2.39341 0.91951 0.04 -0.40 -0.39 0.11
H 0.08063 0.86277 -1.74090 0.06 0.24 0.01 0.40
H 0.21822 2.18335 -3.78485 0.02 0.30 0.10 0.40
H 0.44994 4.37376 -4.94798 -0.02 -0.06 0.35 0.41
H 0.70051 6.47345 -3.62465 -0.03 -0.30 0.14 0.40
H 0.72405 6.37083 -1.13111 -0.04 -0.27 -0.19 0.41
H 0.49598 4.20198 0.03565 0.02 0.15 -0.33 0.42
H 0.53411 1.92187 3.13036 -0.06 -0.39 -0.10 0.46
H 2.48036 2.80934 2.20412 0.11 -0.36 0.05 0.52
H 3.53595 -0.10642 2.26365 -0.06 0.20 -0.04 0.20
H 5.70828 -0.49356 1.46716 0.14 0.29 -0.11 0.37
H 7.81956 0.27681 0.37623 -0.20 0.21 0.03 0.39
H 8.06131 2.66626 -0.31251 -0.28 -0.09 0.14 0.38
H 6.19307 4.27212 0.09938 0.00 -0.27 0.05 0.39
H 4.08630 3.49355 1.17829 0.37 -0.11 -0.13 0.21
C -6.29615 -1.49274 -1.71155 -0.02 0.22 0.07 -0.69
C -5.53930 -0.84472 -0.72911 -0.12 0.10 -0.03 -0.54
C -5.93942 0.40352 -0.24133 -0.05 -0.27 -0.36 -0.35
C -7.09776 1.01969 -0.74063 0.00 -0.36 0.05 0.12
Si -7.58818 2.70802 -0.13730 -0.25 0.33 -0.35 0.13
C -9.43053 2.91604 -0.30275 -0.24 -0.05 0.05 0.76
C -10.28742 2.52894 0.73720 -0.41 0.10 -0.25 -0.54
C -11.67524 2.62392 0.58760 0.09 0.07 -0.15 -0.65
C -12.22545 3.12735 -0.59746 0.36 -0.03 0.02 -0.60
C -11.37512 3.52077 -1.63706 0.15 -0.07 0.14 -0.74
C -9.98678 3.40778 -1.49391 -0.39 -0.05 0.12 -0.04
C -7.03864 2.83507 1.64275 0.16 0.02 0.07 0.81
C -7.48914 1.87315 2.56033 0.16 0.19 0.48 -0.24
C -7.17750 1.98581 3.92031 0.07 0.06 -0.18 -0.97
C -6.38576 3.04613 4.37466 -0.04 0.01 -0.32 -0.54
C -5.89026 3.97609 3.45587 0.01 -0.08 -0.05 -0.93
C -6.20596 3.86722 2.09619 -0.07 -0.17 0.48 -0.44
C -6.69805 4.10781 -1.07819 0.41 -0.51 0.55 -0.06
C -7.23614 5.51288 -0.73488 0.11 -0.33 0.39 -0.53
C -7.26019 6.29699 -2.05372 -0.20 0.22 -0.13 -0.72
C -6.67869 5.38332 -3.13807 0.18 0.11 0.13 -1.11
N -6.58504 4.06821 -2.52598 -0.85 0.24 -0.18 0.10
C -6.06298 3.01606 -3.19968 0.70 -0.07 -1.22 0.99
C -5.58318 3.09287 -4.48607 -0.79 0.63 1.23 -0.99
C -4.88647 2.02474 -5.15352 0.49 -1.17 -0.60 0.64
C -4.22075 2.26600 -6.38410 -0.25 -0.25 0.69 -0.60
C -3.48294 1.26071 -7.00198 -0.09 -0.30 0.28 -0.55
C -3.41126 -0.01782 -6.42804 -0.05 0.24 0.05 -0.53
C -4.08972 -0.28471 -5.23135 -0.04 0.41 -0.08 -0.65
C -4.82231 0.71905 -4.59959 0.25 0.40 -0.54 0.11
C -7.86726 0.35655 -1.70854 0.34 -0.27 -0.02 0.07
C -7.45600 -0.88489 -2.20332 -0.03 0.03 0.08 -0.69
H -5.98501 -2.47058 -2.09068 -0.11 0.37 0.13 0.42
H -4.63680 -1.31242 -0.33553 -0.21 0.04 -0.09 0.50
H -5.35211 0.90291 0.53535 -0.16 -0.18 -0.23 0.45
H -9.86921 2.14726 1.67044 -0.24 0.15 -0.26 0.25
H -12.32966 2.30165 1.39667 0.13 0.11 -0.17 0.42
H -13.30883 3.20918 -0.71357 0.37 -0.03 0.05 0.37
H -11.78384 3.91229 -2.56823 0.03 -0.10 0.23 0.42
H -9.33723 3.69665 -2.32458 -0.15 -0.04 0.22 0.36
H -8.09372 1.02667 2.21792 0.23 0.28 0.13 0.53
H -7.55442 1.24555 4.62478 0.10 0.15 -0.14 0.42
H -6.14745 3.14328 5.43701 -0.12 -0.04 -0.35 0.51
H -5.25430 4.79513 3.79409 -0.16 -0.20 -0.04 0.38
H -5.79208 4.59072 1.39121 -0.18 -0.16 0.31 0.10
H -5.69307 3.97457 -0.63316 0.19 0.36 -0.21 0.46
H -8.23160 5.45413 -0.27031 0.25 0.12 -0.19 0.19
H -6.56073 5.95978 0.00359 -0.27 0.14 -0.19 0.46
H -8.28526 6.58064 -2.31045 0.17 0.01 0.08 0.31
H -6.66731 7.21197 -1.97547 -0.18 -0.07 -0.03 0.31
H -7.30722 5.35576 -4.03748 0.09 -0.10 0.14 0.42
H -5.68838 5.75473 -3.45372 -0.05 -0.24 0.02 0.51
H -6.03454 2.07417 -2.64055 0.19 0.55 -0.21 -0.54
H -5.69872 4.02622 -5.04262 0.16 -0.23 0.23 0.32
H -4.29016 3.26331 -6.82246 0.07 -0.27 0.06 0.35
H -2.95878 1.47151 -7.93348 -0.14 -0.09 0.18 0.39
H -2.83143 -0.80171 -6.91128 -0.13 0.15 0.07 0.40
H -4.04956 -1.27733 -4.78444 0.00 0.16 -0.14 0.42
H -5.36044 0.51584 -3.67460 0.18 -0.14 -0.23 0.15
H -8.78542 0.81864 -2.08205 0.29 -0.17 0.08 0.34
H -8.04847 -1.37826 -2.97414 0.16 0.07 0.21 0.40
```
Positions in Å, forces in eV/Å.

The following is a quantum chemistry calculation of the molecule C18H20N4O3, from OMol25.

Gap between HOMO and LUMO ... 8.46 eV
HOMO energy ... -8.027 eV
SMILES string ... Cc1nn(CC(=O)NC[C@H]2CCCO2)c(=O)c2cc3ccccc3n12
Relative energy (zero: lowest compared OMol25 entry of this formula, charge and spin) ... 0.972 eV

XYZ file:
```
45
Properties=species:S:1:pos:R:3:forces:R:3:mulliken_charge:R:1
C 4.50002 0.15352 -1.93024 -0.07 -0.03 -0.06 -1.42
C 3.08815 0.28348 -1.47186 0.28 0.17 0.41 0.82
N 2.89599 0.66917 -0.26836 0.90 -0.05 -0.13 -1.05
N 1.65438 0.81468 0.22880 -0.62 -0.03 -0.13 0.91
C 0.49697 0.55212 -0.46150 0.24 0.21 0.31 0.34
O -0.59577 0.68821 0.06235 -0.08 -0.02 -0.20 -0.69
C 0.72746 0.13076 -1.83134 -0.55 -0.25 -0.63 0.57
C -0.17071 -0.20017 -2.80667 0.28 0.20 0.59 -1.09
C 0.58023 -0.55327 -3.95501 0.48 0.05 0.12 0.76
C 0.19846 -0.96784 -5.23228 0.11 -0.02 -0.05 -0.75
C 1.17766 -1.24268 -6.15590 -0.20 -0.03 -0.07 -0.54
C 2.52917 -1.11071 -5.82622 0.15 0.04 0.11 -0.77
C 2.93578 -0.70353 -4.57363 0.24 -0.04 -0.13 -0.55
C 1.95616 -0.42112 -3.62547 -0.37 -0.19 -0.56 0.49
N 2.03292 0.00068 -2.31591 -0.48 0.10 0.35 0.02
H 3.98728 -0.61535 -4.36128 0.08 0.01 0.03 0.31
H 3.27640 -1.33400 -6.57309 0.07 -0.01 -0.04 0.39
H 0.90834 -1.56530 -7.15047 -0.04 -0.02 -0.07 0.39
H -0.84826 -1.06656 -5.47592 -0.10 -0.02 -0.05 0.41
H -1.23630 -0.18868 -2.70400 -0.22 0.02 0.10 0.54
C 1.55511 1.15764 1.63019 -0.26 -0.17 0.00 -0.77
H 1.10314 2.14723 1.74116 0.06 -0.05 0.03 0.32
H 2.56864 1.15339 2.03311 -0.16 0.00 -0.03 0.40
C 0.70693 0.07914 2.32463 0.25 0.42 0.20 0.56
O 0.96101 -1.09859 2.19434 0.10 -0.25 -0.19 -0.69
N -0.27280 0.55776 3.11464 -0.22 0.27 0.31 -0.15
H -0.54903 1.52538 3.03419 0.19 -0.02 -0.13 0.30
C -1.32284 -0.30335 3.60785 -0.32 0.00 -0.14 -1.08
H -1.41008 -0.18416 4.69233 -0.08 -0.13 -0.03 0.21
H -1.04430 -1.33096 3.36770 -0.05 0.08 0.06 0.43
C -2.64884 0.07799 2.92831 0.36 -0.55 -0.03 0.55
C -3.81083 -0.82548 3.35373 0.08 0.24 0.00 -0.73
H -4.53988 -0.90143 2.54693 0.00 -0.05 -0.02 0.33
C -4.40652 -0.05837 4.53263 0.11 0.17 -0.09 -0.61
H -3.84945 -0.26896 5.44598 -0.03 0.00 0.04 0.25
C -4.18713 1.38785 4.09308 -0.39 0.09 0.20 -0.54
H -5.02427 1.73418 3.47047 0.06 -0.01 0.09 0.28
O -2.99938 1.40358 3.32210 0.23 0.09 -0.08 -0.47
H -4.06423 2.08091 4.92959 -0.06 -0.05 -0.07 0.29
H -5.45717 -0.28223 4.70110 -0.03 -0.01 0.06 0.40
H -3.47339 -1.82396 3.62010 -0.01 -0.09 -0.04 0.38
H -2.48406 0.07875 1.84435 -0.04 -0.03 0.14 0.26
H 4.69567 0.82043 -2.76821 0.06 -0.01 -0.09 0.31
H 4.71033 -0.87140 -2.23033 0.07 -0.05 -0.08 0.32
H 5.14906 0.42127 -1.10198 -0.04 0.00 0.00 0.37
```
Positions in Å, forces in eV/Å.

The following is a quantum chemistry calculation of a cluster of 6 separate species, CH14O5S2 in total at a distorted geometry, from OMol25.

Gap between HOMO and LUMO ... 8.54 eV
HOMO energy ... -8.289 eV
SMILES string ... CSS.O.O.O.O.O
Relative energy (zero: lowest compared OMol25 entry of this formula, charge and spin) ... 1.253 eV

XYZ file:
```
22
Properties=species:S:1:pos:R:3:forces:R:3:mulliken_charge:R:1
C 2.25814 -0.41453 -0.27763 -0.20 1.13 0.41 -0.65
S 2.55408 1.33817 0.22275 0.00 -0.58 0.42 -0.03
S 0.89414 2.44524 -0.23312 0.81 1.02 -1.80 -0.15
H 2.12482 -0.53027 -1.35849 0.18 -0.15 0.35 0.33
H 1.38778 -0.68966 0.30265 -0.39 -0.30 -0.18 0.03
H 3.09611 -0.93723 0.18698 0.11 -0.08 -0.52 0.35
H -0.17077 1.89754 0.28714 -0.29 -0.86 0.95 0.09
H -1.08653 0.18998 2.20434 -0.19 0.23 -0.06 0.32
H -1.39542 1.69309 2.00689 -0.27 -0.03 0.19 0.31
O -0.68277 1.05233 2.01811 0.06 -0.53 0.20 -0.63
H -3.20603 -2.06637 2.26376 0.65 0.28 -0.16 0.30
H -1.76513 -2.53677 1.98722 0.02 -0.06 -0.06 0.33
O -2.31419 -1.74613 2.02718 -0.54 -0.19 0.09 -0.64
H -2.77168 -1.68522 -0.49848 0.02 -0.03 -0.67 0.36
H -3.39314 -1.26998 -1.92414 0.23 -0.82 -0.48 0.29
O -3.30367 -1.05880 -1.00801 -0.48 0.85 1.36 -0.63
H -1.61323 -0.44791 -2.84731 -0.13 0.10 -0.11 0.25
H -0.75385 0.04786 -1.70652 0.00 -0.10 -0.08 0.32
O -0.79343 -0.63356 -2.39099 0.51 0.03 0.10 -0.57
H 0.45368 -2.62296 -0.21618 -0.10 -0.04 0.25 0.34
H -0.16489 -3.48178 -1.25070 -0.26 -0.16 0.17 0.31
O -0.14315 -3.37990 -0.28835 0.25 0.29 -0.38 -0.64
```
Positions in Å, forces in eV/Å.

The following is a quantum chemistry calculation of a cluster of 2 separate species, C5H8O4 in total at a distorted geometry, from OMol25.

Gap between HOMO and LUMO ... 8.81 eV
HOMO energy ... -8.902 eV
SMILES string ... CC(=O)C=O.O/C=C/O
Relative energy (zero: lowest compared OMol25 entry of this formula, charge and spin) ... 3.303 eV

XYZ file:
```
17
Properties=species:S:1:pos:R:3:forces:R:3:mulliken_charge:R:1
C -1.61498 -0.54237 -0.93231 -0.11 -0.17 1.55 -1.32
C -0.60340 0.57011 -0.77740 -0.14 1.27 -3.84 1.00
C 0.70515 0.21633 -1.66558 0.23 1.38 1.29 -0.09
O -0.92212 1.76050 -0.75054 0.67 -1.55 1.03 -0.60
O 1.54263 1.05378 -1.89489 -0.68 -0.94 0.00 -0.45
H 0.74800 -0.81692 -2.06189 0.02 0.07 -0.08 0.36
H -2.40146 -0.39875 -0.18762 -0.08 -0.13 -0.21 0.35
H -1.14487 -1.51680 -0.77671 -0.09 0.00 -0.05 0.33
H -2.05710 -0.51681 -1.92983 0.17 0.18 0.00 0.38
C 1.28672 -0.29402 1.08749 -1.35 0.47 0.50 -0.10
C 0.16201 0.33322 1.55266 2.03 -0.51 1.09 -0.41
O 1.43672 -1.63610 1.01893 -0.35 -0.34 0.03 -0.46
O 0.18000 1.66117 1.89610 -0.03 0.30 -1.34 -0.50
H 0.74563 -2.06283 1.55462 0.29 0.12 -0.25 0.34
H 0.40004 2.15994 1.07823 -0.33 -0.02 0.58 0.37
H 2.14211 0.23930 0.69051 -0.10 0.06 0.07 0.44
H -0.60508 -0.20976 2.09824 -0.15 -0.19 -0.38 0.36
```
Positions in Å, forces in eV/Å.

The following is a quantum chemistry calculation of the ion C5H10NO with charge -2 at a distorted geometry, from OMol25.

Spin multiplicity ... 2
Gap between HOMO and LUMO (spin up / spin down) ... 3.02 / 6.61 eV
HOMO energy (spin up / spin down) ... 4.230 / 0.710 eV
Relative energy (zero: lowest compared OMol25 entry of this formula, charge and spin) ... 1.238 eV
Net charge ... -2

XYZ file:
```
17
Properties=species:S:1:pos:R:3:forces:R:3:mulliken_spin:R:1
N 0.65145 0.79675 0.85037 0.59 -1.66 0.44 -0.35
C 0.94310 -0.62951 1.35622 1.19 -0.46 -0.99 2.29
C -0.16850 -1.57236 0.79318 -1.10 4.85 0.13 2.60
C -0.26208 -0.86304 -0.62777 0.00 1.37 1.06 0.12
C -0.38087 0.68168 -0.19448 0.43 -1.34 -1.70 0.11
C -0.41555 1.63070 -1.47659 3.46 -1.14 -0.33 -0.07
O 0.38902 1.12256 -2.48556 -0.61 0.69 0.24 -0.01
H 0.44477 1.38682 1.65257 -0.48 -0.16 -0.36 -0.17
H 1.23152 -0.72772 2.40770 -0.86 0.60 0.47 -1.89
H 1.92397 -0.97106 0.94152 -0.60 0.30 -0.40 0.26
H -1.09197 -1.26722 1.47016 1.32 -1.07 -1.53 -0.48
H -0.01011 -2.59365 0.68925 0.58 -1.86 0.34 -1.58
H -1.06676 -1.19007 -1.27769 -0.57 0.04 0.13 -0.08
H 0.62303 -0.91335 -1.29547 -0.14 -0.17 0.77 -0.02
H -1.35815 0.78232 0.17018 -1.72 0.14 1.33 0.26
H 0.00642 2.65619 -1.14362 -1.00 -0.55 -0.04 0.00
H -1.45930 1.67096 -1.82996 -0.48 0.40 0.45 -0.01
```
Positions in Å, forces in eV/Å.